{"formula": "C7H4ClMnNO8", "method": "ωB97M-V/def2-TZVPD", "max_force_ha_per_bohr": 0.0557, "energy_ev": -69027.1071, "s2": 8.754, "total_charge": 0, "e_homo_ha": [-0.345, -0.349], "spin_multiplicity": 6, "species": ["C", "H", "Cl", "H", "C", "C", "O", "Mn", "O", "C", "N", "O", "O", "O", "H", "C", "O", "O", "C", "O", "C", "H"], "positions_angstrom": [[1.0961, 0.7868, 2.3189], [2.4017, 1.0697, 0.6443], [1.1143, -1.5425, -4.3004], [-2.2200, 0.1031, 2.1547], [-0.2253, 0.5245, 2.7263], [0.3974, 0.7005, -0.0047], [0.1113, -2.2580, -3.5164], [-0.0281, -0.1713, -2.7971], [-1.6867, 0.1887, 4.4660], [-0.9372, 0.3905, 0.4369], [-0.5412, 0.4565, 4.1486], [2.0799, -1.0221, -3.3644], [0.6827, 0.8440, -1.2463], [0.3612, 0.6757, 4.9360], [1.8548, 0.9190, 3.0765], [1.3972, 0.8671, 0.9901], [-1.8454, 0.0299, -1.7328], [0.4208, -0.3892, -4.8797], [-1.2172, 0.3198, 1.8077], [1.6846, -2.3496, -5.2904], [-1.9599, 0.0575, -0.4976], [-2.9408, -0.2007, -0.0762]], "forces_ev_per_a": [[-0.078, -0.016, 0.014], [0.007, 0.011, 0.061], [1.513, -1.833, -1.603], [0.008, -0.028, -0.018], [-0.007, 0.007, -0.265], [-0.422, 0.101, 0.141], [-0.357, -0.034, 0.221], [-1.294, 1.615, 1.941], [0.166, 0.040, -0.057], [0.558, -0.138, -0.122], [-0.060, 0.003, 0.225], [0.203, 0.182, 0.175], [0.382, -0.196, -0.162], [-0.110, -0.043, -0.114], [0.017, 0.010, -0.003], [0.042, 0.099, -0.076], [-0.033, -0.387, -0.315], [-0.363, 0.523, -0.114], [-0.166, -0.038, 0.226], [0.098, -0.173, -0.242], [-0.071, 0.235, 0.082], [-0.033, 0.059, 0.004]]}

=====

{"formula": "C7H4ClNO8RhS", "method": "ωB97M-V/def2-TZVPD", "max_force_ha_per_bohr": 0.0105, "energy_ev": -51561.7610, "s2": 6.010, "total_charge": -1, "e_homo_ha": [-0.228, -0.227], "spin_multiplicity": 5, "species": ["C", "C", "O", "O", "C", "C", "C", "S", "O", "O", "H", "H", "O", "O", "O", "H", "O", "C", "Cl", "Rh", "N", "H", "C"], "positions_angstrom": [[-0.1838, -2.2833, 1.5478], [-1.4238, -0.1693, -1.9157], [-1.2930, 2.5702, -1.7389], [2.7043, -0.3591, 1.2646], [-1.3745, -1.5622, -1.9795], [-0.9938, -2.2790, -0.8684], [-0.6376, -1.5785, 0.2794], [2.9551, 1.0271, 0.6655], [-1.0279, 2.5002, 0.4897], [1.6241, 1.2468, -0.0559], [-0.9407, -3.3576, -0.8418], [-1.6309, -2.0707, -2.9002], [0.3229, -1.5090, 2.4294], [4.0926, 1.0850, -0.2028], [-0.3500, -3.4924, 1.6053], [-1.2522, 3.5127, -1.5135], [2.9295, 1.9486, 1.8144], [-1.1304, 1.9318, -0.5558], [0.3056, 1.7139, 3.7443], [0.7824, 0.5118, 1.8951], [-0.6812, -0.2578, 0.3323], [-1.7217, 0.4293, -2.7622], [-1.0749, 0.4415, -0.7331]], "forces_ev_per_a": [[0.117, -0.080, 0.067], [-0.065, -0.200, -0.058], [-0.042, 0.099, 0.308], [-0.009, 0.059, 0.006], [-0.027, 0.100, -0.120], [0.013, -0.011, 0.085], [-0.080, 0.048, -0.061], [-0.162, 0.107, 0.274], [-0.206, 0.047, 0.115], [0.020, 0.044, 0.033], [-0.004, 0.000, -0.009], [-0.010, 0.009, 0.004], [-0.064, -0.234, -0.023], [-0.007, -0.024, -0.038], [-0.010, 0.042, 0.095], [-0.007, -0.030, -0.113], [0.351, 0.064, -0.229], [0.375, -0.228, -0.316], [-0.163, 0.104, 0.155], [0.051, -0.242, -0.220], [0.022, 0.176, 0.024], [-0.003, -0.004, -0.020], [-0.088, 0.153, 0.040]]}

=====

{"formula": "C7H4NO5Ru", "method": "ωB97M-V/def2-TZVPD", "max_force_ha_per_bohr": 0.2295, "energy_ev": -21602.4623, "s2": 8.790, "total_charge": 2, "e_homo_ha": [-0.581, -0.685], "spin_multiplicity": 6, "e_above_lowest_kj_mol": 340.0, "species": ["O", "O", "C", "O", "H", "C", "C", "Ru", "H", "C", "C", "H", "O", "C", "C", "H", "N", "O"], "positions_angstrom": [[-1.1649, -6.1122, -0.0185], [2.7201, 0.9208, -0.3788], [-1.0128, -5.0215, -0.3623], [0.8683, -1.8506, 1.1352], [-0.3029, 1.7800, 3.2935], [1.6471, 0.5375, -0.6036], [0.6083, -0.9172, -2.7069], [0.0766, -0.1598, -1.1585], [-0.1811, -1.8228, -0.9736], [-1.2691, 1.0880, 1.4182], [1.0356, 2.9540, -2.1462], [-2.2138, 1.9344, 3.3592], [1.1292, 3.9503, -2.6499], [0.5335, -1.4556, 0.0388], [-1.2655, 1.9855, 2.6462], [-1.1106, 3.1028, 2.3827], [-1.0687, 0.5012, 0.4212], [0.9706, -1.4149, -3.6968]], "forces_ev_per_a": [[0.505, 3.788, -1.216], [-3.365, -1.981, -0.584], [-0.466, -3.678, 1.200], [-1.435, 0.717, -3.924], [-1.847, -0.191, -1.295], [9.913, 5.525, 3.238], [1.723, -4.525, -10.542], [-7.894, 6.712, -1.189], [0.125, -2.581, 2.208], [0.582, 0.953, 0.293], [-0.128, 0.433, -0.376], [1.868, -0.311, -1.825], [-0.014, -0.442, 0.258], [2.715, -6.270, 7.317], [0.278, 0.561, 1.373], [-0.525, -1.841, -0.253], [-1.189, 1.325, 1.706], [-0.846, 1.805, 3.612]]}

=====

{"formula": "C7H5Br2NO", "method": "ωB97M-V/def2-TZVPD", "max_force_ha_per_bohr": 0.0960, "energy_ev": -150958.8881, "total_charge": 0, "e_homo_ha": -0.329, "spin_multiplicity": 1, "e_above_lowest_kj_mol": 241.0, "species": ["H", "H", "Br", "C", "H", "C", "H", "C", "H", "C", "N", "O", "C", "C", "C", "Br"], "positions_angstrom": [[2.9488, 1.9686, -0.8018], [-2.1425, 0.6077, 3.5318], [2.2122, -0.3137, 1.1050], [-1.7341, 0.6250, -1.0171], [0.6369, -0.0495, -0.9716], [-1.7202, 1.0829, 2.6725], [1.6932, 1.6937, -2.2347], [-1.8191, 0.5166, 1.3876], [-2.4439, -0.3524, 1.2841], [-1.5374, 1.1475, 0.1996], [-1.9948, 0.1649, -2.0572], [-0.4475, 2.9876, 3.3872], [2.1176, 1.4559, -1.1879], [-1.0049, 2.1275, 2.8825], [1.6904, 0.3419, -0.5899], [-1.1363, 3.0472, 0.2972]], "forces_ev_per_a": [[0.969, 0.871, 0.203], [-0.107, -0.148, 0.388], [0.056, 0.158, -0.307], [-1.315, -1.858, -4.379], [2.749, 0.113, 0.850], [-1.097, -2.383, -1.226], [0.649, -0.159, 2.045], [-0.915, 0.813, -1.991], [0.450, -0.760, 0.031], [0.385, 1.638, 4.424], [0.592, 0.567, 1.271], [0.693, 0.731, 0.040], [-0.940, -1.515, -1.640], [1.118, 2.254, 2.031], [-3.432, 0.490, -1.180], [0.146, -0.812, -0.560]]}

=====

{"formula": "C7H5Br2NO", "method": "ωB97M-V/def2-TZVPD", "max_force_ha_per_bohr": 0.0459, "energy_ev": -150957.0077, "total_charge": 0, "e_homo_ha": [-0.335, -0.230], "spin_multiplicity": 1, "e_above_lowest_kj_mol": 422.4, "species": ["C", "C", "C", "H", "C", "C", "H", "H", "N", "C", "Br", "H", "C", "O", "H", "Br"], "positions_angstrom": [[1.5445, -0.7577, -0.9271], [2.1019, -0.7512, 0.3960], [-0.1378, 0.8211, -0.2459], [2.0774, -1.4193, -1.6064], [0.3887, 0.7576, 1.0505], [1.4846, 0.0027, 1.3910], [-0.1220, 1.4040, 1.7893], [1.8584, -0.2566, 2.3366], [-2.8953, -0.5557, 0.6828], [-1.1983, 1.6267, -0.6058], [-2.5764, -2.1529, -0.2715], [2.9110, -1.4851, 0.5192], [0.5300, 0.1015, -1.3269], [-2.0448, 2.2602, -1.0587], [0.4445, -0.0280, -2.4265], [-4.3662, 0.4328, 0.3033]], "forces_ev_per_a": [[1.045, 0.774, 1.508], [-0.840, -0.927, -1.971], [0.134, 0.372, -2.325], [-0.415, 0.310, -0.358], [-0.587, 1.127, 1.873], [0.181, -1.099, -1.802], [0.380, -0.701, -0.262], [0.027, 0.777, 1.616], [1.188, -0.253, 0.314], [0.552, -1.148, 0.151], [-0.495, 0.720, 0.043], [-0.340, 0.639, 0.586], [1.251, -1.939, 0.126], [-0.290, 0.465, 0.042], [-1.293, 1.095, 0.924], [-0.498, -0.212, -0.464]]}

=====

{"formula": "C7H5BrF2O", "method": "ωB97M-V/def2-TZVPD", "max_force_ha_per_bohr": 0.0794, "energy_ev": -84864.1566, "total_charge": 0, "e_homo_ha": -0.360, "spin_multiplicity": 1, "e_above_lowest_kj_mol": 0.0, "species": ["C", "Br", "H", "F", "H", "C", "C", "C", "C", "O", "C", "H", "C", "H", "F", "H"], "positions_angstrom": [[-0.1333, 1.0642, -0.1489], [3.0444, -0.5229, -0.6701], [2.0262, 1.8880, 0.8339], [0.5879, 2.2290, -0.2907], [-3.2369, -0.0825, -1.1223], [-2.1321, -0.1687, -0.7263], [-1.4484, -1.3748, -0.4930], [-0.2384, -1.2853, 0.0847], [-1.4558, 1.0221, -0.6290], [2.3008, 1.1338, 1.4047], [1.8213, -0.1350, 0.8555], [-2.0750, -2.2845, -0.4941], [0.4620, -0.0572, 0.3004], [0.3993, -2.2060, 0.2542], [2.0109, -1.1312, 1.6922], [-1.9329, 1.9111, -0.8514]], "forces_ev_per_a": [[-0.794, 0.894, -1.080], [0.169, -0.150, -0.289], [0.098, -1.045, 0.328], [-0.819, -0.434, 0.350], [2.368, -0.587, 0.932], [-1.796, 0.574, -1.335], [-2.822, 0.129, 0.685], [3.144, -1.038, 0.517], [1.255, -0.858, 0.780], [-0.891, -2.113, -0.155], [1.948, 3.475, -0.904], [0.971, 0.256, -0.403], [-0.788, -2.032, -0.001], [-1.139, 1.066, 0.119], [-0.115, 0.123, 1.018], [-0.789, 1.740, -0.563]]}

=====

So what do the calculations give for molecular weight? Going down the list: 320.5 400.5 283.2 278.9 278.9 223.0 g mol⁻¹.